No. 1
C22H19N14Ta | wB97M-V/def2-TZVPD

Last column: natural (NBO) charge in e.
Atoms and positions in Å:
Ta (-0.087, -0.215, 0.387)  2.45
C (-0.694, 4.668, 5.609)  -0.64
C (-0.518, 3.465, 4.731)  0.05
C (-0.049, 2.258, 5.242)  -0.16
C (0.154, 1.167, 4.420)  -0.20
C (-0.139, 1.243, 3.065)  0.14
N (0.114, 0.155, 2.200)  -0.67
C (0.778, -1.059, 2.614)  0.04
C (0.102, -1.979, 3.425)  -0.16
C (0.741, -3.111, 3.870)  -0.18
C (2.069, -3.382, 3.509)  0.11
C (2.733, -4.650, 3.936)  -0.66
C (2.726, -2.488, 2.668)  -0.20
C (2.099, -1.344, 2.218)  0.16
N (2.745, -0.555, 1.218)  -0.15
C (4.047, -0.316, 1.028)  0.07
C (4.203, 0.266, -0.219)  -0.28
C (2.929, 0.332, -0.752)  0.06
N (2.034, -0.165, 0.120)  -0.45
C (-0.621, 2.444, 2.535)  0.10
C (-0.782, 3.541, 3.367)  -0.19
N (-0.954, 2.591, 1.148)  -0.12
C (-1.734, 3.538, 0.621)  0.11
C (-1.655, 3.484, -0.763)  -0.27
C (-0.820, 2.428, -1.025)  0.06
N (-0.370, 1.868, 0.128)  -0.47
H (-0.850, 4.377, 6.646)  0.24
H (-1.539, 5.275, 5.289)  0.24
H (0.199, 5.295, 5.571)  0.25
H (0.173, 2.174, 6.298)  0.24
H (0.543, 0.247, 4.834)  0.24
H (-0.921, -1.767, 3.713)  0.25
H (0.210, -3.813, 4.501)  0.25
H (2.322, -5.016, 4.874)  0.25
H (3.809, -4.524, 4.042)  0.24
H (2.562, -5.418, 3.176)  0.27
H (3.713, -2.735, 2.297)  0.25
H (4.774, -0.570, 1.783)  0.27
H (5.123, 0.593, -0.673)  0.28
H (2.610, 0.721, -1.706)  0.25
H (-1.102, 4.489, 2.957)  0.23
H (-2.312, 4.194, 1.250)  0.26
H (-2.168, 4.114, -1.468)  0.28
H (-0.525, 2.019, -1.980)  0.25
N (-2.503, -2.790, -0.361)  -0.55
C (-2.940, -1.512, -0.201)  0.51
N (-4.187, -1.130, -0.199)  -0.30
N (-4.148, 0.197, 0.033)  0.03
N (-2.966, 0.629, 0.159)  -0.12
N (-2.103, -0.456, 0.011)  -0.62
C (-1.193, -3.131, -0.225)  0.51
N (-0.724, -4.348, -0.171)  -0.30
N (0.604, -4.207, -0.002)  0.01
N (0.956, -2.990, 0.040)  -0.11
N (-0.191, -2.219, -0.100)  -0.61
H (-3.190, -3.527, -0.445)  0.47

## Properties
HOMO   -14.619 eV
Total charge   +2
Gap between HOMO and LUMO   6.27 eV
LUMO level   -8.349 eV
Electronic energy   -1672.80175 hartree

No. 2
C22H20As3N2O8ReS6 | wB97M-V/def2-TZVPD

Last column: natural (NBO) charge in e.
Atoms and positions in Å:
Re (-1.762, -1.755, 1.164)  0.23
S (0.037, -3.242, 0.878)  0.44
C (-0.041, -3.557, -0.879)  -0.23
C (0.346, -2.882, -2.012)  -0.10
C (0.103, -3.542, -3.216)  -0.10
C (0.449, -2.872, -4.438)  0.21
N (0.711, -2.287, -5.394)  -0.17
C (-0.471, -4.829, -3.237)  -0.05
C (-0.822, -5.499, -2.062)  -0.17
C (-0.606, -4.824, -0.879)  -0.17
S (-0.864, -5.184, 0.831)  0.28
C (-0.703, -5.479, -4.496)  0.21
N (-0.896, -6.016, -5.495)  -0.16
H (0.815, -1.909, -1.986)  0.26
H (-1.244, -6.495, -2.107)  0.27
S (-6.032, -0.803, 2.033)  -0.16
As (-4.914, -2.425, 2.229)  0.84
S (-2.395, -1.532, 3.112)  0.06
S (-3.405, -2.400, 0.028)  0.00
S (-4.920, -4.269, 2.952)  -0.18
C (-2.396, 0.322, -1.973)  -0.26
O (-1.452, 1.147, -2.612)  -0.46
C (-0.150, 1.154, -2.332)  0.74
O (0.572, 1.737, -3.073)  -0.49
C (0.510, 0.398, -1.155)  -0.42
C (1.819, 0.701, -0.910)  -0.31
As (2.099, 2.704, -1.031)  1.16
C (3.345, 2.990, 0.470)  -0.99
C (0.391, 2.992, 0.125)  -0.22
C (-0.583, 2.210, 0.617)  -0.52
As (-0.264, 0.237, 0.622)  1.09
C (1.023, 0.137, 2.082)  -0.93
C (-2.001, 2.652, 0.903)  0.74
O (-2.675, 3.090, 0.016)  -0.49
O (-2.534, 2.482, 2.136)  -0.50
C (-1.758, 2.134, 3.286)  -0.26
C (0.188, 4.510, -0.071)  0.72
O (0.379, 4.918, -1.184)  -0.49
O (-0.159, 5.358, 0.883)  -0.47
C (-0.090, 5.097, 2.287)  -0.26
C (2.655, -0.365, -0.261)  0.74
O (2.259, -1.511, -0.142)  -0.65
O (3.880, 0.024, -0.018)  -0.47
C (4.824, -1.003, 0.394)  -0.26
H (-3.285, 0.333, -2.596)  0.24
H (-2.675, 0.712, -0.997)  0.18
H (-2.029, -0.700, -1.921)  0.16
H (4.344, 2.724, 0.134)  0.26
H (3.129, 2.472, 1.401)  0.21
H (3.325, 4.067, 0.641)  0.26
H (1.801, 0.874, 1.904)  0.26
H (1.445, -0.855, 2.185)  0.26
H (0.476, 0.418, 2.976)  0.26
H (-2.307, 2.504, 4.146)  0.24
H (-0.773, 2.583, 3.274)  0.19
H (-1.666, 1.054, 3.376)  0.16
H (0.181, 6.039, 2.750)  0.23
H (0.675, 4.359, 2.522)  0.17
H (-1.066, 4.799, 2.654)  0.19
H (5.775, -0.495, 0.482)  0.23
H (4.865, -1.780, -0.364)  0.21
H (4.517, -1.422, 1.348)  0.20

## Properties
HOMO   -14.030 eV
Total charge   +2
ΔE to the lowest compared entry with this formula, charge and spin   611.50 kJ/mol
Gap between HOMO and LUMO   5.06 eV
LUMO level   -8.969 eV
Electronic energy   -10735.68127 hartree

No. 3
C22H20ClN2O3Ru | wB97M-V/def2-TZVPD

Last column: natural (NBO) charge in e.
Atoms and positions in Å:
Ru (-0.370, 0.242, 2.292)  1.29
C (-1.839, 0.782, 4.241)  -0.27
C (-1.396, -0.533, 4.440)  -0.19
C (-1.733, -1.534, 3.518)  -0.26
C (-2.602, -1.242, 2.461)  -0.19
C (-3.108, 0.049, 2.311)  -0.18
C (-2.684, 1.074, 3.163)  -0.22
H (-1.611, 1.549, 4.968)  0.27
H (-0.835, -0.782, 5.330)  0.25
H (-1.414, -2.554, 3.682)  0.26
H (-2.933, -2.031, 1.801)  0.27
H (-3.840, 0.250, 1.542)  0.26
H (-3.088, 2.071, 3.057)  0.26
C (-3.132, -0.288, -5.297)  -0.65
C (-1.750, -0.644, -4.861)  0.04
C (-0.915, -1.424, -5.606)  -0.23
C (0.374, -1.728, -5.143)  0.06
Cl (1.396, -2.678, -6.079)  0.20
C (0.846, -1.257, -3.882)  -0.15
C (0.048, -0.472, -3.120)  -0.29
C (-1.248, -0.134, -3.604)  0.53
O (-2.073, 0.646, -2.976)  -0.39
C (-1.712, 1.308, -1.746)  -0.19
C (-1.702, 0.322, -0.586)  0.76
O (-2.477, -0.605, -0.572)  -0.60
O (-0.823, 0.614, 0.334)  -0.82
H (-3.400, -0.815, -6.209)  0.25
H (-3.210, 0.787, -5.474)  0.26
H (-3.854, -0.528, -4.515)  0.26
H (-1.243, -1.814, -6.561)  0.26
H (1.837, -1.537, -3.549)  0.26
H (0.386, -0.127, -2.153)  0.25
H (-2.515, 2.018, -1.578)  0.25
H (-0.765, 1.833, -1.832)  0.22
N (3.664, -0.597, 3.733)  -0.50
C (2.354, -0.615, 3.983)  0.28
N (1.666, 0.097, 3.115)  -0.62
C (2.624, 0.625, 2.217)  0.06
C (2.479, 1.497, 1.140)  -0.23
C (3.624, 1.863, 0.465)  -0.19
C (4.889, 1.391, 0.853)  -0.18
C (5.046, 0.553, 1.935)  -0.22
C (3.885, 0.187, 2.605)  0.16
H (4.369, -1.059, 4.285)  0.45
H (1.928, -1.146, 4.821)  0.23
H (1.515, 1.906, 0.862)  0.22
H (3.555, 2.554, -0.364)  0.23
H (5.764, 1.710, 0.301)  0.24
H (6.024, 0.215, 2.252)  0.24

## Properties
HOMO (spin up / spin down)   -14.349 / -14.445 eV
<S²>   8.78
Total charge   +2
ΔE to the lowest compared entry with this formula, charge and spin   14.66 kJ/mol
Gap between HOMO and LUMO (spin up / spin down)   9.32 / 5.84 eV
LUMO level (spin up / spin down)   -5.027 / -8.607 eV
Multiplicity   6
Electronic energy   -1740.05961 hartree

No. 4
C22H20ClN4O6S2Ti | wB97M-V/def2-TZVPD

Last column: natural (NBO) charge in e.
Atoms and positions in Å:
Ti (2.064, 0.394, 0.072)  0.91
O (6.009, -1.283, -0.853)  -0.86
Cl (4.736, -1.411, -0.200)  2.57
O (4.358, -2.797, -0.127)  -0.87
O (3.738, -0.688, -0.967)  -0.82
O (4.818, -0.879, 1.128)  -0.84
N (1.945, -1.126, 1.526)  -0.85
C (0.871, -1.542, 2.309)  0.20
C (0.909, -2.846, 2.808)  -0.24
C (-0.103, -3.368, 3.591)  -0.22
C (-1.190, -2.562, 3.895)  -0.29
C (-1.241, -1.272, 3.399)  -0.15
C (-0.234, -0.701, 2.601)  -0.08
C (-0.418, 0.659, 2.037)  -0.11
C (-1.383, 1.501, 2.625)  -0.23
C (-1.751, 2.703, 2.053)  -0.27
C (-1.142, 3.109, 0.871)  -0.27
C (-0.126, 2.327, 0.339)  -0.15
C (0.300, 1.106, 0.893)  -0.31
H (2.619, -1.868, 1.391)  0.40
H (2.444, -0.206, 1.817)  0.44
H (1.762, -3.467, 2.554)  0.21
H (-0.051, -4.391, 3.945)  0.19
H (-2.005, -2.944, 4.499)  0.19
H (-2.129, -0.693, 3.608)  0.19
H (-1.840, 1.231, 3.571)  0.18
H (-2.505, 3.324, 2.529)  0.18
H (-1.431, 4.045, 0.402)  0.18
H (0.366, 2.692, -0.556)  0.19
N (-5.221, 1.117, -1.803)  -0.81
C (-3.997, 0.423, -1.889)  0.15
C (-3.266, 0.136, -0.736)  -0.22
C (-2.104, -0.603, -0.807)  -0.14
C (-1.659, -1.070, -2.041)  -0.38
C (-2.355, -0.755, -3.199)  -0.16
C (-3.523, -0.018, -3.125)  -0.29
S (-0.102, -1.903, -2.118)  2.35
O (-0.136, -2.994, -1.184)  -0.95
O (0.144, -2.229, -3.511)  -0.98
N (0.888, -0.773, -1.550)  -0.91
C (1.321, 0.222, -2.334)  0.28
S (1.135, 0.413, -4.089)  0.33
C (1.972, 1.939, -3.986)  -0.50
C (2.348, 2.176, -2.714)  -0.01
N (1.972, 1.241, -1.795)  -0.53
H (-5.263, 1.717, -0.992)  0.37
H (-5.418, 1.643, -2.641)  0.36
H (-3.600, 0.525, 0.220)  0.21
H (-1.511, -0.798, 0.079)  0.26
H (-1.955, -1.092, -4.146)  0.24
H (-4.069, 0.238, -4.026)  0.19
H (2.156, 2.532, -4.867)  0.22
H (2.900, 3.036, -2.364)  0.21
C (3.065, 1.671, 1.089)  -1.10
H (4.154, 1.745, 0.944)  0.18
H (2.737, 2.420, 1.822)  0.17

## Properties
HOMO (spin up / spin down)   0.263 / -0.066 eV
<S²>   0.76
Total charge   -2
ΔE to the lowest compared entry with this formula, charge and spin   285.27 kJ/mol
Gap between HOMO and LUMO (spin up / spin down)   4.10 / 4.42 eV
LUMO level (spin up / spin down)   4.363 / 4.357 eV
Multiplicity   2
Electronic energy   -3626.60616 hartree